ORCA calculation (ωB97M-V/def2-TZVPD) on a structure of composition C25H37FInN3O13P in a non-equilibrium geometry.

Cartesian coordinates (Å):
In1 3.78 -2.98 -1.25
P1 3.48 -5.43 -0.49
F1 6.93 -3.95 -4.66
O1 -8.59 0.90 6.02
O2 -3.51 2.92 4.73
O3 6.77 -4.46 -2.30
O4 -10.15 0.90 -0.56
O5 -5.71 1.97 0.65
O6 2.87 -6.33 -1.89
O7 -9.49 1.76 -3.08
O8 4.83 -6.07 0.04
O9 -7.93 1.77 3.50
O10 4.82 -1.80 0.14
O11 -4.15 1.97 7.22
O12 2.17 -5.45 0.68
O13 -5.07 2.91 -1.85
N1 -2.92 2.12 -0.36
N2 -1.17 1.19 -2.20
N3 -1.29 3.57 -1.55
C1 0.24 -0.03 -0.36
C2 1.07 -1.42 -0.13
C3 -5.04 1.93 6.38
C4 -7.94 1.42 0.11
C5 8.14 0.02 -1.07
C6 1.70 -2.09 -1.49
C7 -4.77 2.41 5.00
C8 -7.33 1.38 5.74
C9 -8.88 1.37 -0.84
C10 -7.05 1.84 4.35
C11 7.27 -0.44 1.47
C12 -6.60 1.93 -0.20
C13 -1.79 2.28 -1.35
C14 7.73 0.11 -2.66
C15 8.42 1.56 -0.52
C16 -6.38 1.42 6.68
C17 -8.61 1.83 -2.23
C18 -6.33 2.41 -1.58
C19 6.19 -3.86 -3.35
C20 -7.27 2.36 -2.52
C21 4.73 -3.08 -3.31
C22 -0.98 -0.11 -1.45
C23 -5.71 2.37 4.05
C24 7.12 -0.85 -0.14
C25 5.53 -0.68 -0.51
H1 1.34 -5.86 0.25
H2 0.93 -2.92 -1.87
H3 -4.57 2.84 -1.01
H4 -0.72 -0.93 -2.27
H5 6.78 0.82 -2.79
H6 1.01 0.81 -0.62
H7 -5.53 2.71 3.04
H8 6.68 -1.21 2.16
H9 1.94 -1.17 0.64
H10 -3.01 2.84 5.57
H11 -7.09 2.71 -3.53
H12 5.27 -0.72 -1.65
H13 4.75 -2.03 -3.87
H14 -1.65 1.06 -3.12
H15 8.40 -0.31 1.80
H16 6.70 0.60 1.58
H17 -2.70 2.62 0.53
H18 8.60 2.22 -1.51
H19 9.46 1.59 0.05
H20 1.67 -1.25 -2.33
H21 -9.09 0.97 5.17
H22 -6.57 1.09 7.70
H23 3.28 -5.87 -2.69
H24 5.14 0.31 0.03
H25 -0.54 3.48 -2.30
H26 -3.20 1.13 -0.21
H27 9.20 -0.53 -1.03
H28 -8.13 1.08 1.12
H29 7.40 -0.95 -3.01
H30 -10.65 0.97 -1.40
H31 8.57 0.58 -3.35
H32 7.55 2.00 0.13
H33 -1.97 -0.52 -0.93
H34 7.40 -2.00 -0.22
H35 4.00 -3.75 -3.98
H36 0.42 -2.25 0.39
H37 -0.26 0.25 0.69

Calculated values
E_LUMO   -0.669 eV
Multiplicity   1
Highest occupied orbital energy   -5.63 eV
Charge   -1